# 1
Computed, not measured: a structure of composition C12H43N13O10Pd at a distorted geometry, with ωB97M-V/def2-TZVPD.

Results
HOMO (spin up / spin down)	-13.340 / -13.339	eV
spin multiplicity	3
<S²>	2.005
energy relative to the best compared isomer or geometry (same formula, charge and spin)	0.000	eV
charge	+2
largest force on an atom	3.3	eV/Å

Geometry (Å):
N: 2.950 1.948 -2.398
H: 3.023 1.393 -3.254
H: 2.910 2.963 -2.522
H: 3.820 1.956 -1.861
H: 2.112 1.574 -1.859
N: 3.070 -1.853 -0.759
H: 2.125 -1.456 -0.977
H: 3.814 -1.387 -1.293
H: 3.423 -2.777 -1.008
H: 3.356 -1.551 0.192
Pd: -0.416 2.573 0.553
C: 0.326 0.186 -0.487
O: -0.570 0.365 0.419
O: 0.877 1.292 -0.866
O: 0.571 -0.912 -1.062
C: 2.681 2.695 1.816
O: 1.294 2.502 1.970
C: 0.859 2.508 3.321
C: -0.586 2.060 3.381
N: -1.576 2.743 2.490
C: -2.920 2.192 2.783
C: -3.136 0.712 2.730
O: -2.682 0.159 3.953
C: -2.756 -1.273 4.034
H: 2.946 2.896 0.779
H: 3.295 1.822 2.070
H: 3.125 3.467 2.449
H: 1.063 3.473 3.794
H: 1.376 1.801 3.976
H: -0.970 2.228 4.389
H: -0.605 1.005 3.121
H: -1.680 3.718 2.758
H: -3.719 2.661 2.209
H: -3.192 2.411 3.822
H: -2.586 0.191 1.926
H: -4.117 0.328 2.426
H: -2.123 -1.633 4.846
H: -2.560 -1.692 3.048
H: -3.722 -1.588 4.437
C: 1.943 -2.604 -4.537
O: 0.815 -2.821 -4.951
N: 2.277 -1.593 -3.658
N: 2.943 -3.478 -4.786
H: 1.575 -0.963 -3.301
H: 3.185 -1.491 -3.252
H: 2.661 -4.130 -5.502
H: 3.697 -3.586 -4.136
C: -1.860 -3.519 -0.729
O: -2.508 -4.561 -0.712
N: -1.649 -2.769 0.384
N: -1.143 -3.066 -1.809
H: -2.050 -3.100 1.242
H: -0.950 -2.067 0.257
H: -1.331 -3.436 -2.724
H: -0.366 -2.441 -1.626
C: 2.601 -1.558 2.977
O: 3.443 -1.872 2.116
N: 1.327 -1.130 2.790
N: 2.815 -1.999 4.254
H: 0.967 -0.836 1.901
H: 0.755 -1.366 3.579
H: 2.225 -1.652 4.985
H: 3.568 -2.665 4.303
C: -0.541 0.787 -4.656
O: -0.127 1.200 -5.737
N: -1.220 1.600 -3.802
N: -0.370 -0.474 -4.194
H: -1.436 2.548 -4.062
H: -1.076 1.497 -2.809
H: -0.065 -1.176 -4.856
H: -0.498 -0.643 -3.214
C: -3.208 2.018 -0.982
O: -2.360 2.620 -0.291
N: -4.470 2.462 -1.142
N: -3.004 0.738 -1.355
H: -5.166 2.121 -1.779
H: -4.772 3.108 -0.430
H: -3.513 0.355 -2.136
H: -2.213 0.246 -0.968

# 2
Computed, not measured: a structure of composition C31H28FN6OPt at a distorted geometry, with ωB97M-V/def2-TZVPD.

Results
HOMO	-4.362	eV
energy relative to the best compared isomer or geometry (same formula, charge and spin)	1.554	eV
charge	-1
largest force on an atom	2.5	eV/Å

Geometry (Å):
Pt: 1.141 -0.388 -0.411
O: 2.951 -0.188 -1.036
C: 3.853 0.677 -0.603
C: 5.182 0.245 -0.450
C: 6.191 1.114 -0.096
C: 5.916 2.466 0.140
C: 4.610 2.891 0.018
C: 3.579 2.019 -0.349
C: 2.204 2.498 -0.463
N: 1.106 1.773 -0.562
C: 0.027 2.655 -0.571
C: 0.493 3.921 -0.500
N: 1.867 3.806 -0.438
H: 5.373 -0.808 -0.622
H: 7.203 0.741 0.021
H: 6.699 3.156 0.426
H: 4.389 3.931 0.235
H: -0.988 2.315 -0.630
H: -0.010 4.874 -0.485
H: 2.521 4.563 -0.371
C: -0.429 0.265 -3.451
C: -1.895 0.021 -3.106
C: -2.272 -1.439 -3.377
C: -2.351 0.540 -1.737
C: -3.423 1.439 -1.771
C: -3.952 1.986 -0.614
C: -3.382 1.644 0.600
C: -2.303 0.757 0.691
C: -1.738 0.555 2.100
C: -1.566 -0.897 2.549
C: -0.454 1.359 2.338
C: -1.802 0.184 -0.491
N: -0.794 -0.821 -0.444
C: -1.275 -2.130 -0.425
C: -2.644 -2.437 -0.312
C: -3.127 -3.741 -0.296
C: -2.262 -4.820 -0.392
C: -0.904 -4.554 -0.522
C: -0.451 -3.255 -0.541
F: 0.884 -3.088 -0.713
H: -0.241 -0.063 -4.479
H: 0.241 -0.294 -2.804
H: -0.161 1.323 -3.378
H: -2.470 0.622 -3.811
H: -1.640 -2.134 -2.818
H: -2.144 -1.653 -4.444
H: -3.313 -1.646 -3.109
H: -3.855 1.699 -2.731
H: -4.790 2.672 -0.659
H: -3.769 2.081 1.515
H: -2.487 1.007 2.750
H: -0.752 -1.396 2.015
H: -2.477 -1.480 2.396
H: -1.319 -0.917 3.614
H: 0.343 1.052 1.665
H: -0.099 1.211 3.363
H: -0.626 2.431 2.187
H: -3.345 -1.614 -0.236
H: -4.195 -3.907 -0.200
H: -2.626 -5.840 -0.367
H: -0.172 -5.349 -0.614
N: 2.065 -1.399 1.306
C: 1.886 -1.516 2.447
C: 1.679 -1.662 3.824
C: 2.193 -0.678 4.731
N: 2.606 0.116 5.463
C: 0.947 -2.791 4.319
N: 0.355 -3.702 4.713

# 3
Computed, not measured: a cluster of 2 separate species, C3H10N2O3 in total at a distorted geometry, with ωB97M-V/def2-TZVPD.

Results
HOMO	-8.761	eV
SMILES	NC(N)=O.CC(O)O
energy relative to the best compared isomer or geometry (same formula, charge and spin)	0.916	eV
largest force on an atom	4.2	eV/Å

Geometry (Å):
N: 2.288 -1.022 0.551
C: 1.673 -0.436 -0.507
N: 1.729 0.914 -0.554
O: 0.896 -1.096 -1.221
H: 2.261 -2.026 0.607
H: 2.985 -0.524 1.075
H: 1.664 1.436 0.336
H: 1.215 1.339 -1.312
C: -1.066 1.036 0.812
C: -2.040 0.004 -0.228
O: -2.287 -1.204 0.407
O: -1.464 -0.115 -1.437
H: -1.638 1.260 1.707
H: -0.974 1.902 0.166
H: -0.267 0.340 1.035
H: -2.999 0.523 -0.310
H: -1.512 -1.770 0.283
H: -0.463 -0.560 -1.410

# 4
Computed, not measured: the molecule C2H5NS2 at a distorted geometry, with ωB97M-V/def2-TZVPD.

Results
HOMO	-8.352	eV
SMILES	NC(=S)CS
energy relative to the best compared isomer or geometry (same formula, charge and spin)	2.401	eV
largest force on an atom	5.6	eV/Å

Geometry (Å):
N: -0.271 1.349 0.101
C: -0.695 0.041 0.170
S: -2.321 -0.592 -0.304
C: 0.209 -1.050 0.490
S: 1.873 -0.488 -0.293
H: -0.905 2.134 -0.330
H: 0.664 1.461 -0.025
H: 0.395 -0.654 1.693
H: -0.292 -2.080 0.117
H: 1.342 -0.122 -1.618

# 5
Computed, not measured: a cluster of 2 separate species, C8H13NO3S in total at a distorted geometry, with ωB97M-V/def2-TZVPD.

Results
HOMO	-8.172	eV
energy relative to the best compared isomer or geometry (same formula, charge and spin)	4.822	eV
largest force on an atom	4.9	eV/Å

Geometry (Å):
C: -2.763 0.960 -2.709
C: -2.022 1.455 -1.666
C: -2.079 -0.107 -3.252
C: -0.843 0.720 -1.638
C: 0.062 -1.928 0.563
C: 1.500 -0.414 3.498
C: 0.309 0.915 -0.797
C: 0.041 -0.437 0.961
N: 1.580 0.705 -1.278
O: 2.594 -0.481 1.208
O: 1.343 1.555 1.711
O: -0.858 -0.225 -2.597
S: 1.417 0.120 1.712
H: -3.661 1.345 -3.211
H: -2.142 2.324 -0.945
H: -2.319 -0.820 -4.032
H: -0.821 -2.419 0.674
H: 0.477 -1.952 -0.489
H: 0.693 -2.512 1.286
H: 1.891 -1.389 3.755
H: 1.940 0.414 4.213
H: 0.403 -0.445 3.739
H: 0.198 1.872 -0.225
H: -0.895 0.041 1.449
H: 1.778 -0.383 -1.289
H: 2.178 1.085 -0.640

# 6
Computed, not measured: a structure of composition C4H8N2O at a distorted geometry, with ωB97M-V/def2-TZVPD.

Results
HOMO	-9.134	eV
energy relative to the best compared isomer or geometry (same formula, charge and spin)	3.236	eV
largest force on an atom	6.3	eV/Å

Geometry (Å):
C: -2.386 0.030 0.173
N: -1.084 -0.202 -0.434
C: 0.179 -0.173 0.386
N: 0.330 -0.195 1.684
C: 1.256 -0.154 -0.674
O: 1.067 -0.482 -1.829
C: 2.541 0.362 -0.232
H: -3.088 0.297 -0.615
H: -2.440 0.840 0.920
H: -2.817 -0.857 0.654
H: -1.114 -0.098 -1.482
H: -0.871 -0.641 1.811
H: 2.952 -0.418 0.402
H: 3.127 0.440 -1.147
H: 2.348 1.252 0.383

Look up the largest force on an atom of the third one. 4.2 eV/Å